(1)
{"formula": "H26O13", "method": "ωB97M-V/def2-TZVPD", "elements": ["O", "H", "H", "O", "H", "H", "O", "H", "H", "O", "H", "H", "O", "H", "H", "O", "H", "H", "O", "H", "H", "O", "H", "H", "O", "H", "H", "O", "H", "H", "O", "H", "H", "O", "H", "H", "O", "H", "H"], "coordinates": [[-0.459289, 0.090739, 0.013364], [0.011227, 0.893286, -0.211965], [0.186155, -0.606503, -0.102787], [-3.786384, 0.265512, 0.616386], [-3.204078, 0.811928, 0.088585], [-4.093372, 0.845440, 1.313293], [-2.106805, -0.331153, 2.818491], [-1.290652, -0.818370, 2.705617], [-1.946984, 0.508068, 2.386744], [0.457705, -1.529982, 2.786659], [0.419710, -2.216228, 2.120445], [1.078779, -0.890727, 2.437579], [-1.340511, -0.945892, -2.964424], [-1.169355, -0.949373, -3.906193], [-0.639288, -0.409162, -2.595052], [2.193191, -2.224960, 0.948187], [1.746476, -2.597760, 0.188122], [2.813772, -1.597311, 0.577829], [2.331738, -0.138614, -0.852078], [2.150961, 0.675331, -1.322238], [1.911508, -0.818440, -1.378835], [0.804582, 1.377773, -2.704690], [0.154254, 2.010381, -3.009819], [1.424184, 1.301616, -3.430313], [-0.283495, 2.669643, 2.674216], [-0.916161, 2.717766, 1.957523], [-0.356053, 3.515899, 3.115604], [-0.946359, 3.613443, -0.872518], [-0.070777, 3.621159, -0.485835], [-1.531795, 3.431794, -0.137341], [-2.248090, -2.062466, -0.294167], [-2.053212, -1.868141, -1.210954], [-2.614718, -1.248418, 0.051012], [1.416835, -2.491025, -2.038025], [1.984442, -3.256718, -2.126126], [0.539794, -2.818147, -2.238048], [2.913447, 0.650271, 1.965330], [3.867236, 0.570818, 1.979438], [2.651382, 0.248520, 1.136983]], "forces_ev_per_angstrom": [[-0.587, 0.448, -0.114], [0.283, 0.167, -0.059], [0.133, -0.222, 0.239], [-0.260, 0.133, -0.456], [0.208, 0.135, -0.282], [-0.111, -0.111, 0.370], [-0.848, 0.274, 0.367], [0.758, -0.258, 0.085], [0.197, -0.055, -0.047], [-0.801, 0.027, 0.615], [0.187, -0.070, -0.022], [0.299, 0.119, 0.005], [-0.127, -0.367, 0.004], [-0.068, -0.057, -0.270], [0.270, 0.437, 0.326], [0.234, -0.468, 0.106], [-0.077, -0.131, -0.382], [0.181, 0.059, -0.168], [0.551, 0.351, 0.330], [-0.074, 0.359, -0.075], [-0.131, -0.568, -0.370], [0.082, -0.232, 0.104], [-0.366, 0.352, 0.117], [0.237, -0.040, -0.302], [0.160, -0.138, -0.170], [-0.172, -0.070, -0.077], [0.004, 0.226, 0.225], [-0.019, -0.137, -0.295], [0.341, 0.089, 0.149], [-0.247, 0.025, 0.084], [0.242, -0.766, -0.085], [-0.047, 0.120, -0.330], [-0.194, 0.222, 0.493], [0.063, 0.063, 0.088], [0.335, -0.182, -0.059], [-0.569, 0.075, -0.063], [-0.121, 0.147, 0.306], [0.239, -0.015, 0.108], [-0.183, 0.059, -0.493]], "homo_energy_ev": -9.50, "orbital_gap_ev": 9.04, "energy_ha": -993.69023, "relative_energy_kj_mol": 217.9}

(2)
{"formula": "H26O13", "method": "ωB97M-V/def2-TZVPD", "elements": ["H", "H", "H", "H", "H", "H", "H", "H", "H", "H", "H", "H", "H", "H", "H", "H", "H", "H", "H", "H", "H", "H", "H", "H", "H", "H", "O", "O", "O", "O", "O", "O", "O", "O", "O", "O", "O", "O", "O"], "coordinates": [[-0.113209, 0.700850, 0.804875], [-0.269747, -0.237376, -0.380566], [-3.200174, 0.956288, 2.002592], [-4.554803, 1.581882, 2.291824], [2.710592, 0.412621, -2.946666], [4.055176, -0.124285, -2.484209], [3.333185, -2.457873, -0.636486], [3.797954, -1.650140, 0.564180], [-1.362035, -2.968520, 1.622268], [-1.459384, -3.164889, 0.118272], [-3.006048, 5.275323, 1.780505], [-1.916211, 4.280683, 2.145179], [-1.666926, -3.803714, -2.319638], [-0.841256, -2.551131, -2.076024], [3.700900, 1.895075, -1.521569], [3.803842, 3.264581, -0.870495], [-2.423676, 1.887774, -3.711561], [-2.500639, 1.681262, -2.207742], [1.654793, -0.636253, 2.674673], [2.119836, 0.238688, 3.827172], [1.802171, -2.077718, 3.629779], [1.070708, -2.215453, 2.304625], [-3.345649, -2.240566, -2.006536], [-4.418507, -3.104735, -2.648588], [1.880200, 3.104139, -1.332690], [1.304475, 3.044413, 0.072662], [0.398022, 0.206071, 0.154625], [-3.960715, 0.884036, 2.590255], [3.299958, 0.394034, -2.184241], [3.731445, -2.553929, 0.235955], [-0.819649, -3.045618, 0.829259], [-2.873790, 4.368693, 2.079703], [-1.645091, -2.999119, -1.789412], [4.341312, 2.567352, -1.262907], [-3.040667, 1.913612, -2.971531], [1.456620, -0.420275, 3.592862], [1.320959, -2.714968, 3.090022], [-3.531965, -3.147949, -2.272867], [1.168004, 3.457152, -0.787577]], "forces_ev_per_angstrom": [[0.020, -0.096, 0.012], [0.099, -0.172, 0.171], [-0.115, 0.021, 0.126], [0.071, 0.021, 0.081], [-0.043, 0.001, 0.061], [0.142, 0.116, 0.110], [-0.038, -0.031, 0.134], [0.001, -0.089, -0.027], [0.227, -0.086, 0.129], [0.113, -0.072, -0.360], [-0.047, -0.085, 0.006], [-0.104, 0.001, 0.040], [-0.210, 0.213, 0.142], [0.396, -0.156, 0.280], [0.237, -0.443, -0.137], [0.413, 0.173, 0.108], [-0.100, 0.058, 0.026], [-0.072, 0.123, -0.031], [-0.042, 0.449, -0.047], [-0.072, 0.174, 0.075], [-0.319, -0.514, 0.148], [-0.221, -0.688, -0.114], [-0.103, -0.411, -0.140], [-0.386, -0.181, 0.029], [-0.196, 0.004, -0.046], [-0.036, -0.061, -0.106], [-0.033, 0.200, 0.029], [0.046, -0.007, -0.189], [-0.424, -0.698, -0.430], [0.042, 0.181, -0.146], [-0.204, 0.256, 0.387], [0.134, 0.053, -0.069], [4.703, 0.434, 0.654], [-0.186, 0.820, 0.342], [0.184, -0.159, 0.012], [0.426, 1.747, 0.209], [0.111, -1.216, -0.390], [-4.534, 0.090, -1.161], [0.118, 0.029, 0.081]], "homo_energy_ev": -10.32, "orbital_gap_ev": 9.67, "energy_ha": -993.59389, "relative_energy_kj_mol": 470.9}

(3)
{"formula": "H26O13", "method": "ωB97M-V/def2-TZVPD", "elements": ["O", "H", "H", "O", "H", "H", "O", "H", "H", "O", "H", "H", "O", "H", "H", "O", "H", "H", "O", "H", "H", "O", "H", "H", "O", "H", "H", "O", "H", "H", "O", "H", "H", "O", "H", "H", "O", "H", "H"], "coordinates": [[4.652070, -4.720650, 30.719440], [4.355710, -4.411400, 31.575460], [4.801500, -3.921540, 30.214140], [7.197210, -8.697800, 33.184040], [7.083700, -7.749140, 33.242380], [7.659550, -8.934080, 33.988180], [6.118430, -2.702340, 32.561150], [6.865320, -3.278180, 32.724840], [6.468350, -2.008380, 32.002410], [6.828700, -6.479210, 31.263120], [6.182940, -5.772890, 31.281640], [7.660950, -6.039020, 31.090420], [5.759060, -9.139340, 30.748450], [6.207560, -8.456230, 31.246900], [5.417790, -9.736990, 31.413720], [11.047470, -4.654770, 30.284560], [11.391600, -4.140260, 29.554430], [10.100370, -4.664110, 30.146190], [5.801570, -5.501970, 34.159540], [6.100590, -4.873170, 33.502710], [5.635220, -4.973110, 34.939840], [3.834530, -7.362770, 29.658270], [4.546760, -7.906260, 29.995290], [3.969830, -6.508510, 30.068340], [8.219670, -4.131590, 33.001780], [8.738730, -4.812820, 33.429260], [8.298970, -3.371920, 33.578700], [9.895970, -6.311920, 33.356100], [10.384460, -6.942280, 33.885500], [10.025440, -6.604750, 32.454040], [8.127040, -4.877940, 29.383310], [8.329050, -5.700550, 28.937510], [7.201550, -4.952130, 29.616110], [8.573180, -7.544480, 28.919160], [8.302190, -8.101190, 29.649150], [8.567830, -8.126080, 28.158940], [10.338350, -7.456340, 30.777850], [9.752780, -7.467430, 30.020740], [11.012520, -6.816020, 30.550460]], "forces_ev_per_angstrom": [[0.106, -0.310, -0.102], [-0.102, 0.211, 0.415], [0.007, 0.255, -0.148], [0.023, -0.358, 0.004], [-0.083, 0.580, -0.048], [0.084, -0.104, 0.152], [-0.959, 0.547, -0.008], [0.243, -0.466, -0.327], [-0.007, 0.217, -0.148], [0.150, -0.676, 0.325], [-0.622, 0.274, -0.084], [0.447, 0.109, 0.126], [-0.121, -0.188, -0.637], [0.322, 0.308, 0.318], [-0.008, -0.137, 0.186], [0.451, -0.238, 0.138], [0.132, 0.138, -0.151], [-0.687, 0.124, -0.008], [-0.195, -0.408, 0.020], [0.229, 0.069, -0.122], [-0.099, 0.116, 0.209], [-0.515, 0.218, -0.368], [0.353, -0.586, 0.175], [-0.013, 0.320, 0.026], [-0.096, 0.516, -0.148], [0.517, -0.977, 0.116], [0.478, 0.265, 0.314], [-0.194, 0.428, 0.739], [0.036, -0.068, 0.171], [0.000, -0.401, -0.867], [0.467, 0.883, 0.132], [-0.090, -0.548, -0.240], [-0.270, 0.005, -0.128], [-0.175, -0.050, -0.579], [-0.895, -0.351, 0.321], [0.007, -0.151, -0.338], [0.473, -0.178, 1.169], [0.252, 0.180, -0.460], [0.353, 0.432, -0.144]], "homo_energy_ev": -9.98, "orbital_gap_ev": 10.09, "energy_ha": -993.72829, "relative_energy_kj_mol": 118.0}

(4)
{"formula": "H26O13", "method": "ωB97M-V/def2-TZVPD", "elements": ["O", "H", "H", "O", "H", "H", "O", "H", "H", "O", "H", "H", "O", "H", "H", "O", "H", "H", "O", "H", "H", "O", "H", "H", "O", "H", "H", "O", "H", "H", "O", "H", "H", "O", "H", "H", "O", "H", "H"], "coordinates": [[-9.036000, 3.685000, 18.702000], [-8.887000, 3.356000, 17.796000], [-8.348000, 4.329000, 18.815000], [-7.635000, 5.545000, 16.334000], [-7.112000, 4.709000, 16.337000], [-8.624000, 5.449000, 16.298000], [-4.923000, 5.172000, 13.957000], [-4.761000, 5.269000, 14.876000], [-5.869000, 4.923000, 13.884000], [-3.670000, 3.164000, 18.082000], [-3.770000, 2.222000, 18.097000], [-2.793000, 3.331000, 18.365000], [-6.717000, 0.853000, 18.271000], [-6.544000, 1.656000, 17.799000], [-6.861000, 1.267000, 19.156000], [-6.483000, 3.056000, 16.506000], [-5.621000, 2.989000, 16.200000], [-7.038000, 2.420000, 16.094000], [-4.603000, 5.273000, 16.630000], [-4.310000, 4.498000, 17.090000], [-3.766000, 5.690000, 16.417000], [-7.280000, 1.238000, 14.702000], [-6.765000, 0.477000, 14.503000], [-8.176000, 1.079000, 14.519000], [-9.463000, 2.209000, 16.441000], [-9.358000, 1.328000, 16.730000], [-10.264000, 2.608000, 16.774000], [-7.165000, 3.739000, 13.406000], [-8.097000, 3.703000, 13.347000], [-6.950000, 3.009000, 13.939000], [-4.087000, 2.552000, 15.059000], [-4.177000, 2.051000, 14.248000], [-3.995000, 3.456000, 14.760000], [-3.057000, 0.369000, 16.365000], [-3.542000, 0.944000, 15.780000], [-2.139000, 0.592000, 16.283000], [-9.675000, 3.759000, 14.126000], [-9.292000, 3.423000, 14.935000], [-10.396000, 3.158000, 13.991000]], "forces_ev_per_angstrom": [[-0.425, -0.594, -0.511], [0.224, 0.130, 0.688], [0.514, 0.659, 0.115], [-0.982, 0.404, 0.096], [-1.093, 0.336, -0.005], [1.840, -0.447, -0.026], [-0.107, -0.521, -1.727], [-0.282, 0.433, 1.506], [0.388, 0.101, -0.119], [-1.078, 0.536, -0.185], [-0.137, -1.029, -0.184], [1.329, 0.242, 0.477], [-0.402, -0.001, 1.847], [0.337, 0.918, -1.052], [-0.029, -0.923, -0.672], [-2.079, 1.475, 2.492], [2.627, -0.536, -1.388], [-0.373, -0.985, -0.974], [0.070, 0.932, -0.463], [0.106, -1.174, 0.896], [0.164, 0.534, 0.050], [1.173, 1.166, 0.684], [0.427, -1.093, -0.246], [-1.807, -0.592, -0.564], [0.364, 1.529, -1.335], [-0.045, -1.505, 0.948], [-0.540, -0.336, 0.399], [1.576, 1.390, -1.220], [-1.779, 0.323, -0.230], [0.648, -1.537, 0.973], [0.007, -0.718, 0.227], [-0.142, 0.060, -0.459], [-0.142, 0.906, -0.477], [-0.451, -1.002, 0.739], [0.104, 0.625, -0.064], [0.573, 0.267, -0.225], [-0.169, 0.399, -0.169], [0.353, -0.020, 0.519], [-0.760, -0.352, -0.361]], "homo_energy_ev": -10.24, "orbital_gap_ev": 9.92, "energy_ha": -993.70019, "relative_energy_kj_mol": 191.8}